Molecular formula: C64H168N8O16
Method: DFT, the ωB97M-V functional and the def2-TZVPD basis

Computed properties:
charge	0
gap between HOMO and LUMO	8.54	eV
HOMO energy	-0.297	Eh

```
256
Properties=species:S:1:pos:R:3:forces:R:3:lowdin_charge:R:1
C 14.631020 12.924800 21.905270 -0.0227 0.2910 -0.5829 -0.03
C 14.678460 13.983640 20.737310 -1.0138 -1.9940 0.9829 -0.38
C 15.120360 15.332980 21.268820 -0.0049 0.2630 0.2609 -0.17
O 14.386430 15.801820 22.427310 0.8351 -1.1103 -0.0671 -0.19
C 13.036890 16.089570 22.172340 -0.1102 0.9374 -0.5712 -0.12
N 15.486200 13.457730 19.625130 0.7036 1.3113 0.5848 0.09
H 14.235480 11.990810 21.506130 0.1851 -0.1011 -0.1627 0.05
H 13.934310 13.185030 22.702130 0.0422 0.4348 -0.0783 0.07
H 15.594470 12.727080 22.375140 0.1927 0.0908 -0.1607 0.07
H 13.626010 14.003180 20.454350 -0.3009 0.5087 -0.3052 0.12
H 15.103940 16.126680 20.521920 -0.2364 -0.0832 -0.3451 0.09
H 16.168880 15.219830 21.544330 0.0175 0.1060 0.3813 0.11
H 12.560700 16.556390 23.034550 0.3769 -0.1383 0.3228 0.09
H 12.403400 15.253930 21.874880 0.2128 -0.3111 -0.0832 0.08
H 13.024800 16.848950 21.390490 -0.4479 -0.0149 -0.3650 0.07
H 15.491370 14.116960 18.859950 -0.0208 0.2066 -0.1935 0.05
H 15.210180 12.557440 19.259910 -0.3877 -0.0690 0.3517 0.03
C 16.500530 14.605110 16.069450 -1.5924 -0.9711 1.5975 -0.06
C 17.159080 15.925690 15.873930 -0.6458 -0.7256 -0.9763 -0.40
C 17.514920 16.637380 17.181330 1.6905 0.1205 -0.9934 -0.20
O 16.455280 16.869890 18.033610 -1.2561 -0.2331 0.6314 -0.17
C 16.729420 17.698390 19.150380 -0.2230 0.1137 0.1592 -0.10
N 18.322230 15.634000 15.054810 1.1759 1.0608 -0.2543 0.04
H 15.567970 14.694430 16.626630 -0.2782 0.1646 0.3507 0.06
H 17.138120 13.956360 16.670040 0.1994 -0.2295 -0.0640 0.08
H 16.184320 14.050990 15.185670 0.5236 0.2680 -0.4009 0.07
H 16.465110 16.515520 15.275090 -0.0548 0.5815 0.0011 0.12
H 18.003270 17.584980 16.954020 0.0712 0.4141 -0.3726 0.11
H 18.330860 16.047600 17.599060 -0.0519 -0.3376 0.6456 0.10
H 17.334990 17.230180 19.926370 0.4383 -0.2112 -0.2284 0.07
H 15.796200 17.964690 19.646650 -0.3394 -0.1645 -0.2812 0.07
H 17.164780 18.657110 18.868600 0.3970 0.0538 -0.2999 0.08
H 18.155920 14.973720 14.308830 -0.6781 -0.0514 -0.1177 0.04
H 19.027230 15.136520 15.579760 0.2705 0.2705 0.6110 0.03
C 18.397760 11.552540 20.012640 -0.2443 -0.9438 0.8746 -0.06
C 18.584640 12.940200 20.557670 0.8979 -0.1188 0.6091 -0.42
C 19.773140 13.050520 21.529800 -0.6604 -0.2835 -1.2831 -0.20
O 19.620680 14.245780 22.259020 0.2654 -0.2257 0.3683 -0.22
C 20.797410 14.437810 23.008730 0.3746 1.0126 -0.0936 -0.10
N 18.787760 13.820620 19.391970 -0.4002 -0.3789 1.0329 0.08
H 19.269090 11.223300 19.446520 0.0224 0.0639 -0.1109 0.08
H 17.489410 11.398870 19.430080 0.0608 0.5261 -0.2709 0.05
H 18.258600 10.862590 20.844930 0.2012 -0.2195 0.1905 0.08
H 17.740760 13.270440 21.163390 -0.4639 -0.1858 -0.1917 0.11
H 20.658000 13.069700 20.893590 0.5114 0.1937 0.0474 0.13
H 19.891510 12.218440 22.223870 -0.3136 -0.2930 0.0330 0.13
H 20.752540 15.363560 23.582380 -0.5701 -0.1705 0.3249 0.07
H 21.613830 14.657470 22.320750 0.4522 -0.4788 -0.1534 0.09
H 21.024950 13.581000 23.642920 0.0469 -0.0079 0.0595 0.10
H 17.854020 13.729450 19.017910 -0.3840 0.4809 -0.8321 0.04
H 18.798090 14.750870 19.785190 0.1225 0.6986 -0.1912 0.06
C 21.287190 17.899100 25.010030 -0.2803 0.3819 0.1251 -0.05
C 19.980180 18.217380 25.748140 0.5986 -0.1102 -0.6085 -0.43
C 18.833810 17.277230 25.312330 -0.8800 0.8020 -0.1633 -0.14
O 18.354080 17.446620 23.940210 1.4472 0.7014 1.5916 -0.23
C 17.243480 16.677120 23.559680 0.0380 -0.1630 -0.9154 -0.13
N 20.184750 18.091240 27.184540 -0.1249 -0.6840 0.3945 0.03
H 21.737270 16.937870 25.258160 -0.4702 -0.2896 -0.0148 0.08
H 22.066280 18.613990 25.274690 -0.0708 0.3112 -0.1552 0.07
H 21.059110 17.977190 23.947020 0.3708 -0.0969 -0.1486 0.06
H 19.753700 19.268940 25.571990 -0.4461 0.0237 -0.7810 0.12
H 17.993450 17.545810 25.952450 -0.2811 -0.2240 0.2328 0.12
H 19.126880 16.254840 25.550900 0.0030 -0.2580 -0.3056 0.13
H 17.019630 16.987170 22.538960 0.1293 0.0770 -0.1026 0.07
H 16.304260 16.854540 24.083590 0.2585 -0.1183 0.6417 0.09
H 17.528800 15.627990 23.482120 -0.2578 -0.2865 0.3851 0.09
H 20.886280 18.749040 27.493180 0.2103 -0.0056 -0.0703 0.07
H 19.348100 18.336810 27.694260 -0.2257 -0.0175 0.0363 0.07
C 22.201470 15.550850 15.553910 -0.0361 -0.6565 -0.5006 -0.06
C 21.632170 14.358210 16.336940 0.2176 1.1875 1.6283 -0.36
C 22.631260 13.789060 17.379760 0.6301 0.2876 -0.2562 -0.19
O 23.924930 13.759810 16.810800 1.1639 -0.7098 -0.3390 -0.20
C 24.999760 13.103690 17.507430 -0.4012 0.0212 -0.7915 -0.09
N 20.418550 14.828250 17.056470 0.4663 -0.5638 -0.5864 0.05
H 21.378570 15.965430 14.971640 0.0821 -0.0442 -0.1613 0.05
H 22.987720 15.183470 14.894400 -0.0252 0.1187 -0.1497 0.08
H 22.641470 16.378880 16.109650 -0.1362 -0.2420 0.5669 0.08
H 21.349070 13.576390 15.632170 -0.0334 -0.0344 -0.0151 0.11
H 22.288510 12.819270 17.740520 0.0256 -0.3972 -0.0800 0.12
H 22.735050 14.426440 18.257870 -0.5987 0.3821 0.2015 0.11
H 24.881870 12.020120 17.515680 -0.4905 -0.1495 0.4317 0.08
H 25.221140 13.500110 18.498360 -0.4177 0.0552 0.2020 0.08
H 25.915050 13.216010 16.926270 -0.1651 0.5011 -0.2389 0.08
H 20.694200 15.457920 17.796480 0.1676 0.0779 -0.1641 0.02
H 19.953680 14.085510 17.558800 -0.0629 -0.3930 0.1276 0.03
C 20.285970 19.480540 12.513020 0.4695 -0.8601 0.8494 -0.04
C 19.957420 18.331250 13.518690 0.8010 1.7886 0.1853 -0.40
C 20.521110 18.513930 14.944490 0.4657 0.3039 0.8684 -0.21
O 20.242290 19.771920 15.525530 -0.0633 1.1981 1.1816 -0.21
C 20.491960 19.928650 16.976030 -0.9441 0.0021 -1.7418 -0.05
N 18.536570 18.164980 13.559540 -0.6680 -0.5955 -0.5755 0.06
H 21.350590 19.480090 12.279170 0.1744 0.2771 0.2263 0.07
H 19.993050 20.427030 12.967390 -0.0463 0.1077 -0.3625 0.06
H 19.792810 19.265300 11.565090 -0.3403 0.2106 0.1983 0.06
H 20.488630 17.457230 13.141860 -0.4864 -0.4725 -0.0544 0.12
H 21.601520 18.375350 14.984550 0.3253 -0.2364 -0.2153 0.11
H 20.054250 17.818740 15.642240 0.0386 -0.8493 -0.3877 0.09
H 21.541000 19.920220 17.271910 0.1319 0.0596 -0.3230 0.09
H 19.958170 19.202700 17.589360 -0.0844 -0.5717 -0.2376 0.06
H 20.003530 20.875670 17.205570 0.4481 0.1194 -0.0382 0.07
H 18.400010 17.290790 14.046610 -0.4024 -0.4314 0.2831 0.01
H 18.071870 18.878690 14.102470 0.3479 0.2702 0.0749 0.03
C 20.594800 14.016490 12.447020 0.5778 -0.1527 0.0636 -0.05
C 19.664540 12.825290 12.534170 0.7442 -0.3457 -0.9491 -0.42
C 20.433190 11.449320 12.394630 -1.3600 0.8783 -0.5331 -0.15
O 19.557730 10.322550 12.220850 0.0163 0.2440 0.2793 -0.21
C 18.917070 10.218300 10.935910 0.4318 0.2571 0.9729 -0.09
N 18.968500 12.930880 13.793770 -0.5761 -0.4695 -0.1815 0.08
H 21.198640 13.993560 11.539850 0.0900 0.0829 -0.0088 0.08
H 21.247580 14.005890 13.319880 0.2904 0.0693 -0.0175 0.06
H 20.044780 14.956280 12.495810 -0.1368 -0.0635 -0.0749 0.06
H 18.985440 12.947930 11.690450 -0.4648 -0.2712 0.0766 0.13
H 20.957010 11.404530 13.349460 0.1618 -0.8005 -0.0056 0.11
H 21.139900 11.402890 11.566070 0.2567 0.4532 -0.0476 0.12
H 18.534300 9.199050 10.883750 0.0180 0.1133 -0.0965 0.09
H 19.615960 10.407380 10.121100 0.1785 -0.0782 -0.0750 0.08
H 18.095730 10.929510 10.848330 -0.1365 0.0336 -0.0164 0.07
H 18.169010 12.314330 13.821920 -0.0366 0.1982 -0.0758 0.02
H 19.537630 12.484640 14.498790 0.3533 0.2206 0.4246 0.06
C 21.342630 16.801900 19.643050 0.8924 0.3041 0.0792 -0.04
C 20.918640 17.535370 20.904060 -0.5818 -0.3003 0.2646 -0.42
C 20.818940 19.060200 20.806920 0.5776 -0.8657 0.6694 -0.18
O 22.074740 19.643860 20.582740 0.5070 1.2542 -1.8577 -0.18
C 23.057260 19.514780 21.575750 -0.7823 -0.6209 0.5061 -0.10
N 19.639240 16.986010 21.297030 -1.0475 0.1091 -0.3273 0.08
H 20.632690 16.843080 18.816980 -0.3668 0.3336 0.3842 0.06
H 21.518480 15.761280 19.915620 -0.1364 -0.2210 -0.1325 0.07
H 22.287900 17.169440 19.243710 0.1364 0.1462 0.0519 0.09
H 21.560970 17.232860 21.731100 1.0287 0.4465 -0.1664 0.11
H 20.405810 19.492230 21.718390 -0.2434 -0.1589 0.3951 0.11
H 20.109500 19.309840 20.017950 0.3390 0.2040 -0.3195 0.11
H 23.948100 20.135960 21.482810 -0.3456 0.2904 -0.8777 0.09
H 23.385460 18.475450 21.561890 0.2089 -0.0915 0.6419 0.08
H 22.596720 19.826380 22.513240 0.1183 -0.4088 0.5541 0.08
H 19.365080 17.335340 22.204170 -0.1383 0.2802 0.2202 0.04
H 19.755090 15.995000 21.453810 -0.2113 -0.1699 -0.1671 0.03
C 12.531570 20.629690 20.053590 0.7487 -0.5122 -0.3197 -0.05
C 13.174890 19.841500 21.239560 -1.1777 1.4899 -1.0418 -0.25
O 13.511440 20.831140 22.176020 -0.0470 0.3411 0.6558 -0.15
C 14.220190 20.435890 23.320440 1.7451 -0.5240 -0.1429 -0.25
C 15.428890 19.510620 23.061510 0.0764 0.1588 -0.0030 -0.08
H 11.781100 21.374100 20.319560 0.0610 -0.2215 0.5081 0.08
H 13.305910 21.156200 19.495670 0.1563 0.1585 0.1576 0.06
H 12.082690 19.971800 19.309420 -0.1148 -0.2859 0.2092 0.05
H 12.402030 19.185190 21.639620 0.2626 -0.5232 0.1497 0.11
H 14.087440 19.344040 20.911100 -0.2417 -0.4683 -0.1262 0.10
H 14.615660 21.359450 23.743200 -0.1568 0.0898 0.0864 0.11
H 13.690820 19.917680 24.120020 -1.0152 0.1027 -0.1771 0.11
H 16.192090 19.933720 22.408350 -0.2018 0.1312 -0.1601 0.05
H 15.171440 18.523040 22.678750 -0.2485 0.0210 0.0010 0.05
H 15.926320 19.342210 24.016660 0.0264 -0.0066 0.1416 0.08
C 19.274550 9.788810 16.363280 -1.1227 0.0445 0.8254 -0.04
C 18.081570 10.758030 16.637420 1.3895 0.6521 -0.8073 -0.24
O 17.524730 11.246100 15.426010 -0.4436 -0.2876 -0.1292 -0.22
C 16.846160 10.282290 14.634570 -0.9927 0.8642 -0.5880 -0.24
C 16.059720 11.032070 13.523000 0.3598 -0.0617 0.3481 -0.05
H 19.956930 10.179900 15.608620 -0.2356 0.0348 -0.1082 0.07
H 19.846900 9.632310 17.277610 0.0083 0.0857 0.1162 0.06
H 18.890270 8.808020 16.083130 0.1760 -0.0108 -0.2882 0.07
H 17.307090 10.417710 17.324780 -0.0702 -0.5576 -0.0965 0.09
H 18.473480 11.675210 17.077070 0.1237 -0.0098 0.2547 0.10
H 17.532800 9.571810 14.174290 0.0276 -0.2031 0.2396 0.11
H 16.085600 9.839330 15.277550 0.1132 -0.7741 0.0458 0.11
H 16.701510 11.765750 13.035220 -0.1702 0.0768 -0.0117 0.05
H 15.187760 11.531060 13.945840 0.1497 0.2128 0.0695 0.06
H 15.679720 10.402430 12.718480 0.1672 -0.4056 0.1893 0.08
C 15.609190 8.571050 19.349360 -0.4272 -0.1097 -0.9159 -0.07
C 14.785090 9.775430 19.786630 0.8509 0.0388 0.0133 -0.24
O 14.744020 10.823340 18.786160 0.4458 -0.7595 0.8079 -0.20
C 13.885610 10.624640 17.692810 -1.1287 -0.8142 0.0867 -0.29
C 13.924610 11.805940 16.776340 0.9009 0.6562 -0.0748 -0.06
H 15.802900 7.829880 20.124760 -0.1413 0.2769 0.2541 0.08
H 15.091540 8.043400 18.548280 0.0521 -0.1280 -0.1256 0.07
H 16.564150 8.907420 18.945610 0.0667 0.0326 0.0991 0.06
H 13.792680 9.497090 20.141240 -0.2677 0.0431 -0.3081 0.12
H 15.318420 10.166530 20.653060 -0.1711 0.5981 -0.0959 0.10
H 14.146260 9.762980 17.078240 0.4750 -0.3587 0.0919 0.11
H 12.891200 10.363270 18.054650 -0.3777 0.3142 0.2299 0.12
H 13.142220 11.821660 16.017570 0.1221 -0.3029 -0.0027 0.09
H 14.919030 11.733580 16.335890 -0.0278 0.3006 -0.6128 0.06
H 13.935810 12.784070 17.257190 -0.3449 -0.1085 0.3957 0.06
C 18.546750 21.887810 19.453170 0.1258 0.1530 0.0005 -0.06
C 18.051910 21.376290 20.778550 0.9171 -0.3910 -0.5362 -0.29
O 19.023450 21.700630 21.773160 -0.5648 0.5323 -0.6215 -0.15
C 18.503480 21.326140 23.022300 0.4947 0.6074 0.4940 -0.31
C 19.380280 21.909480 24.102080 -0.0760 0.3270 0.4809 -0.07
H 17.927300 21.609310 18.600630 -0.2943 -0.1099 0.1578 0.07
H 18.522580 22.974090 19.539930 0.4543 0.0555 -0.3547 0.09
H 19.542910 21.493050 19.253350 0.1257 0.3662 0.0929 0.06
H 17.076520 21.828760 20.957360 -0.1619 -0.1020 0.5196 0.12
H 17.999090 20.287570 20.775120 -0.5318 -0.3128 -0.0891 0.10
H 17.505290 21.759090 23.087720 -0.3691 -0.4455 0.2899 0.11
H 18.535220 20.238330 23.083490 -0.5737 -0.2790 0.1867 0.10
H 19.017910 21.745930 25.116990 -0.1204 -0.8261 0.0010 0.07
H 19.361110 22.999220 24.115750 0.4342 0.1023 -0.7230 0.08
H 20.381620 21.494740 23.986260 0.1500 0.3345 0.1960 0.07
C 15.096560 20.091050 16.967710 0.8932 -1.0333 -0.4680 -0.04
C 16.381130 20.120680 16.095490 -1.0849 0.6974 0.9983 -0.26
O 16.274460 21.298350 15.328010 -0.2823 -0.0096 0.0783 -0.16
C 17.244490 21.433160 14.319450 0.6122 -0.3410 0.2594 -0.31
C 17.007660 22.757210 13.678730 -0.3148 0.2797 0.4803 -0.07
H 14.258020 20.268440 16.294290 -0.1113 0.4897 0.3615 0.08
H 14.933960 19.093770 17.376480 0.1860 -0.1803 -0.0267 0.04
H 15.188160 20.740170 17.838550 -0.2929 0.4323 -0.3695 0.07
H 17.255250 20.207810 16.740790 0.3766 -0.2940 0.0334 0.10
H 16.460590 19.225000 15.479420 -0.0055 -0.1123 -0.1908 0.09
H 18.247910 21.426520 14.745130 0.2657 -0.3554 0.1567 0.11
H 17.141030 20.590200 13.636220 0.1059 -0.0337 -0.3559 0.11
H 17.743440 23.035190 12.924100 -0.3468 -0.2836 -0.2912 0.08
H 17.106270 23.489640 14.479930 -0.1620 0.2157 -0.0399 0.08
H 15.960990 22.719880 13.376760 0.1387 0.5702 -0.5875 0.08
C 10.215490 18.512860 11.083280 0.1451 0.1392 -0.6017 -0.06
C 11.744420 18.551540 10.958330 -0.9534 0.8621 -1.0810 -0.31
O 12.263470 18.741560 12.222760 1.5855 -0.8114 0.9105 -0.13
C 13.638970 18.359240 12.227320 0.3027 -0.9748 0.6065 -0.29
C 14.101190 18.170790 13.642670 -0.6687 0.7920 -0.0940 -0.07
H 9.821240 19.448810 11.479100 0.2929 -0.0531 0.5025 0.07
H 9.685810 18.451080 10.132640 0.3430 -0.3425 -0.2990 0.07
H 9.899580 17.667290 11.694270 0.0343 0.1270 0.1122 0.07
H 12.206170 17.713770 10.435810 -0.3926 -0.7185 0.2794 0.11
H 12.112740 19.382690 10.356970 -0.4635 0.4894 -0.4527 0.11
H 13.805260 17.359460 11.826200 -0.4561 -0.0296 -0.9878 0.10
H 14.310940 19.045510 11.711980 -0.2838 0.3680 -0.3058 0.13
H 15.156450 17.897800 13.644150 0.0343 0.2207 0.2592 0.06
H 13.495190 17.375680 14.077020 0.1079 0.0736 0.3154 0.08
H 13.868170 19.137070 14.090000 0.4863 -0.1780 0.8528 0.08
C 14.307460 13.915070 11.587500 0.3808 0.3416 0.6891 -0.05
C 15.477710 14.790300 12.134680 -0.2247 -0.3698 -1.0007 -0.27
O 15.924640 15.596130 11.073940 -0.1967 1.0823 -0.5502 -0.19
C 17.035560 16.498690 11.294660 -0.1846 -1.0891 -0.6609 -0.25
C 17.618990 16.763760 9.912020 0.0572 -0.0504 0.1661 -0.06
H 14.538090 13.366830 10.674080 0.4339 0.1362 0.0538 0.07
H 14.020430 13.183350 12.342690 0.0232 -0.0678 0.1003 0.05
H 13.412220 14.497270 11.369130 0.1264 0.2881 0.0729 0.06
H 15.172990 15.385850 12.995240 -0.2489 0.1032 0.1882 0.10
H 16.332220 14.186240 12.439660 0.0355 -0.4618 0.3468 0.09
H 16.799670 17.440960 11.789210 -0.4070 -0.2037 0.2031 0.09
H 17.751790 15.945980 11.902630 0.2841 0.2133 0.2800 0.09
H 16.849140 17.127370 9.231420 -0.0729 -0.0286 0.0446 0.08
H 18.035460 15.842390 9.504930 -0.0567 -0.0199 -0.0762 0.07
H 18.415940 17.506980 9.936250 0.0082 0.0412 0.1828 0.06
C 9.474840 16.496730 21.026990 -0.5483 -1.2003 -0.7580 -0.06
C 10.120130 15.843380 19.778430 0.0277 0.6366 1.6113 -0.29
O 11.108340 16.770630 19.400840 0.5616 -0.6012 -1.6109 -0.17
C 11.741480 16.369820 18.165410 0.2320 0.8097 -0.1865 -0.24
C 13.075640 17.118370 18.014150 -0.7768 -0.5116 0.5015 -0.05
H 10.114290 16.534850 21.908890 0.3570 0.1811 -0.3460 0.06
H 9.107130 17.484150 20.747890 0.0645 -0.0286 0.1900 0.08
H 8.638350 15.864950 21.325710 -0.2974 0.1447 0.0428 0.07
H 10.552520 14.866690 19.995700 0.4826 -0.1695 0.4531 0.10
H 9.408520 15.566240 19.000670 -0.3741 0.7730 -0.3256 0.11
H 11.781770 15.281580 18.118460 0.5227 -0.2019 0.2128 0.11
H 11.150620 16.652830 17.294270 -0.5999 0.1453 0.0647 0.11
H 13.758870 16.772330 18.789740 0.2251 0.2490 -0.1158 0.05
H 12.841170 18.176110 18.133750 0.1940 0.0293 0.1976 0.06
H 13.527940 17.014890 17.027830 -0.0309 -0.3050 0.0467 0.07
```
Positions in Å, forces in eV/Å.